Below is a structure of composition C30H38Ge2IN2O2V in a non-equilibrium geometry, with properties calculated with ωB97M-V/def2-TZVPD.

E_LUMO (spin up / spin down), eV: -7.66 / -7.30
Spin multiplicity: 3
Total energy, eV: -185606.112
Max |F|, eV/A: 1.16
Molar mass, g/mol: 781.71
Total charge: +2
Kohn-Sham gap (spin up / spin down), eV: 5.780 / 6.137
E_HOMO (spin up / spin down), eV: -13.437 / -13.436

Each line ends with the Löwdin charge.
Element x y z (Å)
Ge1 1.2449 1.3157 1.1034  0.90
H1 1.2672 2.5413 -1.1903  0.04
H2 1.4681 4.0406 2.3001  0.09
C1 -2.6388 -1.0577 0.8212  -0.33
C2 -1.7012 -3.1654 -3.9227  -0.11
H3 -0.0603 -4.8783 0.2264  0.10
H4 -2.7376 -5.0291 -4.1079  0.13
H5 -1.4661 2.4630 0.2515  0.07
C3 -3.5876 -1.5226 1.9410  -0.13
C4 -1.1124 -4.6413 0.0541  0.01
H6 -1.6985 -5.5480 0.1727  0.10
H7 -1.0542 1.4801 -4.3571  0.13
H8 0.1591 -3.4186 4.0776  0.09
C5 3.1619 1.3301 1.4769  -0.38
H9 -0.0215 3.4037 -5.5167  0.13
C6 -0.9120 0.8824 2.7427  -0.21
H10 -2.4608 -3.5707 -5.8762  0.13
C7 2.1137 1.2118 -3.2077  -0.58
C8 -0.8498 2.4498 -0.6487  -0.15
C9 -0.4314 -1.1006 -3.4492  0.03
H11 3.6900 1.7873 0.6398  0.04
H12 1.4556 5.3119 6.3683  0.12
H13 -1.1735 3.2794 -1.2782  0.09
H14 -2.5902 -1.7951 0.0219  0.05
C10 1.9229 3.0716 -4.6846  -0.03
H15 4.8378 0.1062 2.1253  0.09
Ge2 -0.9031 -0.6525 1.5988  0.96
C11 0.5805 2.7792 -4.8707  -0.02
H16 -3.0104 -0.1291 0.3806  0.07
C12 -2.1748 -4.3789 -3.4465  -0.05
C13 -0.5197 -2.7416 3.5586  -0.14
C14 1.5264 4.7918 4.2896  -0.06
C15 -1.9849 -2.7454 -5.3454  -0.18
C16 0.2411 2.4488 5.0376  -0.03
H17 -1.6945 1.0642 3.4778  0.08
O1 -0.1079 -2.1376 -0.7891  -0.27
H18 0.5967 -2.7566 1.6944  0.05
H19 0.8272 3.5199 0.1825  0.07
C17 -0.9809 -2.3700 -3.0126  -0.05
H20 -3.6232 -0.8202 2.7758  0.07
H21 -1.4150 -3.9160 0.8116  0.06
C18 -1.3169 -4.1042 -1.3255  -0.24
N1 0.2322 -0.2545 -2.7246  -0.04
H22 3.7498 2.5229 -3.6921  0.11
H23 -1.3592 -3.3375 3.2018  0.06
H24 -1.0922 1.5283 -1.1904  0.04
C19 0.2178 -2.0318 2.4139  -0.35
C20 0.7735 0.8975 -3.4000  -0.33
H25 -0.5463 -0.8649 -4.5041  0.14
C21 0.5495 2.6647 3.6936  -0.25
H26 3.2926 -0.4173 2.7658  0.07
C22 -0.0006 1.6940 -4.2286  0.00
C23 0.1912 1.6375 2.6906  -0.36
H27 -2.6969 -1.9171 -5.3554  0.14
H28 -0.3600 -3.0379 -6.4120  0.11
H29 2.0243 5.7063 3.9965  0.11
H30 3.7104 -0.7636 1.0955  0.03
O2 -0.8196 -2.2894 -6.0181  -0.05
C24 0.5642 3.3972 5.9948  -0.05
V1 0.7761 -0.6214 -0.8102  0.65
C25 0.6309 2.5601 -0.3072  -0.34
H31 -4.6027 -1.6093 1.5542  0.09
C26 -0.8014 -2.8699 -1.7252  -0.20
H32 -0.9015 -2.0372 4.3003  0.08
H33 2.3709 3.9169 -5.1889  0.13
H34 0.3227 3.2149 7.0332  0.12
H35 -0.2370 1.5242 5.3371  0.11
N2 -1.9979 -4.8300 -2.2054  0.16
C27 3.7815 -0.0039 1.8822  -0.17
H36 -3.3029 -2.4972 2.3347  0.06
H37 3.2214 2.0337 2.3146  0.07
I1 3.2563 0.0632 -1.8754  1.30
C28 2.7047 2.2888 -3.8425  -0.11
H38 1.0707 -1.4779 2.8148  0.05
C29 1.2087 3.8397 3.3339  -0.06
C30 1.2028 4.5717 5.6212  -0.06



Below is a cluster of 10 separate species, C30H38N10O20 in total in a non-equilibrium geometry, with properties calculated with ωB97M-V/def2-TZVPD.

E_LUMO, eV: -0.68
Spin multiplicity: 1
Total energy, eV: -87548.121
Structure (SMILES): O=[N+]([O-])c1ccccc1.O=[N+]([O-])c1ccccc1.O=[N+]([O-])c1ccccc1.O=[N+]([O-])c1ccccc1.C[N+](=O)[O-].C[N+](=O)[O-].C[N+](=O)[O-].C[N+](=O)[O-].C[N+](=O)[O-].C[N+](=O)[O-]
Max |F|, eV/A: 4.37
Molar mass, g/mol: 858.68
Kohn-Sham gap, eV: 8.895
E_HOMO, eV: -9.578

Each line ends with the Löwdin charge.
Element x y z (Å)
C1 11.3766 13.9863 9.7177  0.03
C2 11.5263 14.0180 14.6325  -0.01
N1 9.0500 8.9377 9.6103  -0.42
H1 14.8800 14.4890 13.9147  0.13
H2 16.0496 17.0448 9.7874  0.09
N2 18.7470 12.7520 11.7574  -0.44
O1 11.9630 16.3443 16.0238  0.03
C3 7.7155 9.9487 15.0153  0.05
C4 12.0331 12.3947 17.3555  -0.18
C5 11.4599 15.1757 10.5038  -0.14
C6 9.1588 13.7000 10.4925  -0.05
H3 12.2166 13.6358 9.1692  0.08
C7 18.1226 17.3816 10.5598  -0.15
H4 10.0697 12.4128 9.0528  0.12
O2 9.6023 10.1108 13.5563  0.03
C8 10.1994 13.2919 9.7123  -0.08
O3 13.9131 13.2435 7.7952  0.05
H5 15.4715 14.8851 8.6503  0.07
H6 10.4895 16.3831 12.0509  0.15
O4 9.9584 11.7026 16.6820  0.07
O5 14.1003 16.3197 15.7513  0.08
H7 10.2662 12.5618 13.5279  0.09
H8 8.2402 8.1891 11.3885  0.11
C9 15.9008 13.9261 8.4506  0.04
H9 16.3002 13.9124 7.4379  0.11
O6 13.8758 8.9389 10.7144  0.08
N3 8.7730 9.3684 14.0984  -0.41
C10 12.3793 12.5617 12.9058  -0.07
C11 20.2128 12.9539 11.3680  0.06
N4 18.7288 16.3795 9.7241  -0.36
H10 18.9419 19.8048 12.7196  0.11
O7 11.5250 10.3307 16.3838  0.07
H11 14.5844 14.9295 18.5484  0.11
H12 20.6578 13.3050 12.2900  0.10
H13 18.4143 13.5852 17.9027  0.12
O8 19.7900 15.9268 10.0671  0.08
H14 20.4813 11.9439 11.0972  0.09
O9 18.1036 16.0517 8.7429  0.07
H15 9.8993 9.0216 11.6896  0.07
N5 11.1056 11.4064 16.7977  -0.34
C12 16.9244 19.4432 11.9853  -0.07
C13 13.8213 14.2551 18.2086  -0.08
H16 12.1925 11.7435 12.2241  0.09
O10 13.6547 15.5723 9.9649  0.07
H17 12.9941 10.4895 8.0791  0.08
H18 7.9237 11.0173 15.1733  0.08
N6 13.1650 9.5942 10.0062  -0.43
O11 12.4964 17.1850 10.8334  0.05
H19 8.3302 15.1928 11.8064  0.10
H20 16.4709 20.2960 12.5039  0.11
H21 13.1246 8.7193 8.0513  0.08
C14 13.3455 12.0973 17.2720  -0.01
N7 19.2875 13.5036 16.0316  -0.45
H22 16.6972 13.5479 9.0612  0.08
H23 13.7054 11.1661 16.9037  0.12
H24 15.0991 18.9226 10.8935  0.11
H25 12.0843 15.5978 18.5388  0.15
C15 18.8688 18.1406 11.4314  -0.01
C16 16.1580 18.6968 11.0982  -0.04
C17 13.4902 9.6153 8.5002  0.05
C18 10.3761 15.5687 11.2703  -0.04
H26 18.5353 11.9570 17.2441  0.10
C19 18.2550 12.9696 16.9834  0.05
H27 14.4223 12.7245 12.4714  0.14
O12 18.0793 13.7342 11.6082  0.05
O13 9.0103 8.1625 8.6669  0.05
C20 9.2272 14.8503 11.3408  -0.05
C21 13.8527 14.1337 14.0173  0.00
O14 18.4604 11.6951 12.3072  0.05
H28 17.2885 12.9537 16.5461  0.06
C22 16.7402 17.5875 10.3980  0.04
O15 20.4419 13.5684 16.4241  0.06
C23 9.2919 8.3620 11.0258  0.04
H29 20.3196 13.6340 10.5236  0.07
C24 13.5840 13.0598 13.1643  -0.09
H30 6.7514 9.5821 14.5748  0.12
C25 12.4489 14.5279 18.2826  -0.06
O16 8.7166 8.1540 14.0288  0.05
H31 10.5028 13.8273 17.7875  0.11
C26 14.2743 13.0272 17.7548  -0.05
O17 14.9028 11.9392 9.2550  0.07
H32 19.9031 18.0298 11.5213  0.10
H33 7.9032 9.4572 15.9799  0.10
O18 12.1999 10.2196 10.3948  0.03
N8 12.6373 15.9890 10.4683  -0.32
N9 14.8200 12.9179 8.5378  -0.41
H34 8.2833 13.0953 10.4147  0.10
H35 10.6610 14.3787 15.2489  0.13
C27 18.2895 19.1892 12.0951  -0.07
C28 12.7894 14.6701 14.7059  -0.15
O19 18.9035 13.8758 14.9566  0.07
C29 11.2545 12.9804 13.6979  -0.02
H36 15.3462 12.7000 17.6581  0.11
H37 14.5918 9.6471 8.3677  0.10
O20 8.8160 10.1545 9.5710  0.02
H38 9.7408 7.3639 10.8336  0.10
C30 11.5355 13.6044 17.7827  -0.02
N10 13.0016 15.8472 15.5483  -0.33



Below is the molecule C30H38N4O5 in a non-equilibrium geometry, with properties calculated with ωB97M-V/def2-TZVPD.

E_LUMO, eV: -0.04
Spin multiplicity: 1
Total energy, eV: -47922.673
Structure (SMILES): CCCCCCCCCC[C@H](O)[C@H]1C=C[C@@H]2C(=O)N(c3ccccc3)C(=O)[C@@H]2N1Nc1ccc([N+](=O)[O-])cc1
Max |F|, eV/A: 1.35
Molar mass, g/mol: 534.66
Kohn-Sham gap, eV: 8.453
E_HOMO, eV: -8.496

Each line ends with the Löwdin charge.
Element x y z (Å)
C1 -3.3324 0.7920 -3.0566  -0.01
H1 1.2085 -1.8649 1.2703  0.10
H2 -2.3572 -0.8947 -3.7982  0.12
C2 -0.1730 6.5986 -4.3442  -0.07
H3 0.4128 -2.8027 2.5287  0.11
H4 1.3998 1.0580 4.0083  0.12
C3 3.2131 -2.5496 2.9567  -0.21
C4 -1.4781 4.6311 -3.9584  -0.18
H5 -0.3105 -1.4191 -0.6816  0.12
H6 -2.5069 3.8280 -5.6569  0.12
C5 -0.6396 5.6268 -3.4775  -0.01
C6 -1.4859 -0.0841 1.7026  0.00
C7 0.0480 -3.8261 -1.9494  -0.19
H7 0.1945 -4.7255 0.9561  0.12
C8 -0.4707 0.0344 3.8708  -0.19
N1 -0.5063 -0.2695 5.2613  -0.37
C9 -2.0579 2.0650 -1.3194  -0.13
C10 0.3138 -3.7026 0.5935  -0.20
H8 -2.7974 -2.1813 -1.7287  0.10
H9 1.6264 -2.8220 -0.8834  0.11
H10 2.2378 -4.4292 2.5554  0.12
H11 0.3947 1.5222 -0.5044  0.14
C11 -1.2014 -0.0992 -2.1167  -0.22
H12 2.9850 -3.6735 1.1483  0.11
N2 -1.4729 0.7784 -0.9818  -0.06
C12 0.6051 0.7508 3.3464  0.00
H13 -0.8625 -4.3301 -1.6220  0.11
C13 -0.5478 6.5836 -5.6770  -0.08
H14 2.7245 -1.0449 6.0357  0.09
O1 -2.1658 -2.0498 -1.0121  -0.01
H15 -4.2555 1.9910 -1.5404  0.17
N3 -1.9556 3.6242 -3.0738  0.12
H16 1.5702 -1.9255 4.1821  0.08
H17 -2.3226 -0.9536 3.4695  0.12
O2 0.0399 3.0834 -2.0633  0.12
C14 -1.8532 4.6055 -5.2943  0.00
H18 4.2076 -2.9798 3.0898  0.10
H19 3.6130 -0.4719 4.6276  0.10
C15 -0.9744 -1.5251 -1.5421  -0.35
H20 -0.9888 -2.6307 -3.4017  0.11
H21 -2.2691 -0.4162 1.0412  0.11
H22 3.3334 -1.5824 2.4606  0.11
H23 0.4922 -4.4300 -2.7435  0.11
C16 -3.2770 3.1970 -3.0505  -0.37
H24 0.4815 7.3726 -3.9733  0.11
H25 5.3267 -2.2497 4.9748  0.06
C17 1.0228 -3.7252 -0.7685  -0.20
C18 -0.4151 0.6470 1.1674  -0.24
H26 5.1432 -1.2634 6.4230  0.07
O3 -1.4442 -0.9247 5.6797  0.07
H27 -0.3523 5.6363 -2.4379  0.12
C19 -3.3411 1.9780 -2.1365  -0.13
C20 -1.5096 -0.3884 3.0408  0.01
H28 1.4615 1.6057 1.5900  0.12
H29 -0.6862 -3.2844 0.4772  0.09
C21 3.3622 -1.3629 5.2085  -0.27
H30 -4.1583 0.7379 -3.7501  0.12
O4 0.4013 0.1426 5.9623  0.06
H31 -1.6823 5.5744 -7.1868  0.11
H32 4.4099 -2.8656 6.3512  0.07
H33 0.5896 -1.9887 -2.9355  0.12
C22 4.6395 -1.9741 5.7715  -0.11
N4 -0.3536 0.9237 -0.1649  0.05
C23 -1.3885 5.5892 -6.1484  -0.07
H34 2.4717 -3.2885 4.8384  0.12
C24 2.4007 -3.4751 2.0494  -0.21
H35 -0.1854 7.3472 -6.3484  0.10
C25 -2.3499 -0.0917 -3.0753  -0.01
C26 0.6336 1.0519 2.0075  -0.01
C27 2.5725 -2.3298 4.3252  -0.22
C28 -1.1559 2.9670 -2.1649  -0.34
H36 -0.2803 0.2092 -2.6472  0.16
C29 -0.3158 -2.4663 -2.5556  -0.14
H37 1.7082 -4.5733 -0.8014  0.11
H38 -2.2423 2.5831 -0.3681  0.18
C30 1.0526 -2.8795 1.6483  -0.22
O5 -4.1743 3.6795 -3.6795  0.14